1.
Molecular formula: C34H103N7O14
Method: DFT, ωB97M-V/def2-TZVPD

Last column: Mulliken charge in e.
Positions of all 158 atoms, in Å:
O (0.9087, 1.9810, 2.4552)  -0.540
H (0.3518, 1.2238, 2.2219)  0.037
H (0.8165, 2.0757, 3.4126)  0.256
O (1.3553, 3.1569, -0.9681)  -0.626
H (1.7542, 2.9117, -1.8088)  0.288
H (0.9256, 2.3531, -0.6435)  0.374
O (1.1609, -5.0742, 1.6399)  -0.585
H (1.9944, -5.5505, 1.5746)  0.269
H (1.0822, -4.5920, 0.8123)  0.295
O (-2.8012, 1.5658, -1.5400)  -0.410
H (-3.5407, 1.5443, -0.9004)  0.430
H (-2.2705, 2.3330, -1.2893)  0.334
C (-2.1802, -4.7532, 2.1469)  -0.314
C (-1.7686, -5.9215, 3.0319)  -0.435
O (-0.6864, -5.5818, 3.8963)  -0.514
H (-2.8805, -4.1081, 2.6752)  0.280
H (-2.6751, -5.1538, 1.2594)  0.336
H (-1.2966, -4.1852, 1.8679)  -0.193
H (-1.5646, -6.8251, 2.4477)  0.241
H (-2.5442, -6.2032, 3.7473)  0.312
H (0.0977, -5.4272, 3.3562)  0.311
C (-3.4698, 5.0826, -0.4950)  -0.737
C (-1.9702, 5.1787, -0.7838)  -0.339
O (-1.4302, 3.8686, -0.8147)  -0.543
H (-3.6577, 4.5831, 0.4577)  -0.157
H (-3.9664, 4.5216, -1.2881)  0.260
H (-3.8946, 6.0827, -0.3950)  0.453
H (-1.5541, 5.7667, 0.0424)  0.319
H (-1.8039, 5.6863, -1.7358)  0.321
H (-0.4677, 3.9071, -0.7308)  0.216
C (0.6502, -1.1437, 4.0726)  -0.366
C (0.1321, -0.4008, 5.2721)  -0.262
O (0.6073, 0.9462, 5.2327)  -0.493
H (1.7210, -0.9483, 3.9204)  0.240
H (0.2341, -0.7740, 3.1310)  -0.307
H (0.5178, -2.2214, 4.1483)  0.491
H (0.4515, -0.8695, 6.2070)  0.399
H (-0.9619, -0.4269, 5.2509)  0.124
H (0.3613, 1.3524, 6.0691)  0.254
C (-5.3675, -0.9487, -1.0068)  -1.218
C (-6.1299, 0.3606, -0.8416)  0.446
C (-7.4599, 0.1182, -0.1791)  -0.972
O (-8.1649, 1.3347, -0.1053)  -0.308
C (-9.1574, 1.3331, 0.8942)  -0.727
N (-5.3179, 1.3947, -0.1912)  -0.468
H (-4.3811, -0.7848, -1.4374)  -0.160
H (-5.9570, -1.6265, -1.6209)  0.545
H (-5.1457, -1.4248, -0.0422)  0.348
H (-6.3340, 0.6559, -1.8766)  0.309
H (-7.3331, -0.3648, 0.8015)  0.399
H (-8.0182, -0.5938, -0.8103)  0.423
H (-8.7037, 1.2573, 1.8879)  0.289
H (-9.8679, 0.5175, 0.7171)  0.302
H (-9.7024, 2.2733, 0.8372)  0.247
H (-5.8664, 2.2498, -0.1584)  0.305
H (-5.1750, 1.1267, 0.7821)  -0.062
C (-1.4156, -1.6686, -0.6433)  -0.627
C (-0.4891, -0.9652, 0.3739)  0.940
C (0.8270, -0.4816, -0.1868)  -0.961
O (1.5872, -1.4843, -0.8465)  0.340
C (2.2318, -2.3612, 0.0472)  -0.723
N (-1.1899, 0.2659, 0.7991)  0.872
H (-1.9480, -2.5079, -0.1878)  0.286
H (-0.7689, -2.1308, -1.4049)  0.045
H (-2.1430, -1.0234, -1.1236)  -0.234
H (-0.3678, -1.5850, 1.2621)  0.109
H (1.4694, -0.0748, 0.6058)  0.474
H (0.6673, 0.3170, -0.9195)  -0.436
H (3.2907, -2.0940, 0.1739)  -0.077
H (2.1935, -3.3779, -0.3422)  0.291
H (1.8428, -2.2985, 1.0682)  0.295
H (-2.1031, 0.0885, 1.2033)  0.087
H (-1.3919, 0.8673, 0.0067)  -0.580
C (-1.6483, -3.9276, -4.4862)  -1.236
C (-1.9452, -2.4558, -4.8096)  1.448
C (-2.4461, -2.2123, -6.2133)  -1.045
O (-1.7478, -2.7607, -7.3041)  -0.367
C (-0.3573, -2.5787, -7.3026)  -0.286
N (-3.0357, -1.9949, -3.9351)  -0.557
H (-2.5457, -4.4998, -4.2687)  0.463
H (-0.8830, -4.0028, -3.7105)  0.061
H (-1.1695, -4.4033, -5.3517)  0.312
H (-1.0400, -1.8952, -4.5528)  -0.440
H (-2.5013, -1.1191, -6.3642)  0.394
H (-3.4621, -2.5960, -6.3200)  0.345
H (0.1101, -3.0880, -6.4527)  -0.100
H (-0.0041, -1.5357, -7.2724)  0.261
H (0.0608, -3.0011, -8.2157)  0.339
H (-2.7418, -1.6501, -3.0292)  0.291
H (-3.5140, -1.1847, -4.3226)  0.288
C (3.9969, 3.6727, 2.7072)  -1.558
C (3.9572, 3.2062, 1.2529)  1.333
C (5.0694, 3.6650, 0.3407)  -0.981
O (4.8322, 4.9606, -0.1141)  -0.330
C (5.8183, 5.3828, -1.0221)  -0.787
N (3.7590, 1.7345, 1.1720)  -0.083
H (4.3264, 2.8414, 3.3326)  0.313
H (2.9943, 3.9695, 3.0039)  0.239
H (4.6894, 4.5081, 2.8014)  0.426
H (3.0683, 3.6507, 0.7799)  -0.021
H (5.2168, 2.9097, -0.4548)  0.461
H (6.0532, 3.5890, 0.8530)  0.347
H (5.7180, 4.8774, -1.9844)  0.284
H (6.8278, 5.2729, -0.6025)  0.319
H (5.7140, 6.4641, -1.1424)  0.280
H (2.9155, 1.5401, 1.7157)  -0.130
H (3.4023, 1.5540, 0.2316)  0.088
C (2.6710, -1.0155, -5.7601)  -1.857
C (2.1085, -1.3762, -4.4083)  2.004
C (2.4267, -2.7828, -3.9479)  -0.586
O (2.0965, -3.6795, -4.9599)  -0.244
C (2.2028, -5.0213, -4.5410)  -0.861
N (2.4682, -0.3970, -3.3937)  -0.687
H (3.6574, -0.5521, -5.6459)  0.424
H (2.0693, -0.2526, -6.2678)  0.380
H (2.7485, -1.8125, -6.4982)  0.319
H (1.0106, -1.4083, -4.5535)  -0.926
H (1.8517, -2.9489, -3.0235)  0.205
H (3.4990, -2.8502, -3.6915)  0.348
H (3.1874, -5.2004, -4.0896)  0.360
H (2.0838, -5.6469, -5.4215)  0.263
H (1.4368, -5.2746, -3.7972)  0.283
H (2.0841, -0.7253, -2.5031)  0.022
H (2.0117, 0.4900, -3.5762)  0.331
C (-3.1059, 0.9414, 4.4397)  -1.425
C (-3.8485, 1.9892, 3.6588)  0.536
C (-3.7923, 3.3624, 4.3138)  -0.818
O (-4.5453, 4.2599, 3.5548)  -0.266
C (-4.2781, 5.6071, 3.8556)  -0.801
N (-3.3282, 2.0395, 2.2761)  0.203
H (-3.5863, 0.6771, 5.3798)  0.504
H (-2.0822, 1.3028, 4.5909)  0.174
H (-3.0074, 0.0339, 3.8408)  0.378
H (-4.9018, 1.7036, 3.5368)  0.202
H (-2.7311, 3.6592, 4.2933)  0.348
H (-4.1335, 3.2503, 5.3536)  0.399
H (-3.4110, 6.0222, 3.3349)  0.288
H (-4.1377, 5.7672, 4.9335)  0.354
H (-5.1770, 6.1774, 3.6128)  0.250
H (-3.6492, 2.9314, 1.9053)  -0.148
H (-2.3119, 2.0730, 2.2181)  -0.101
C (5.9985, -0.8909, 0.3344)  -1.191
C (7.2169, -0.2802, 0.9561)  0.931
C (7.9787, -1.3357, 1.7603)  -1.044
O (7.1592, -2.0302, 2.6838)  -0.351
C (6.7511, -1.2550, 3.7727)  -0.608
N (8.1748, 0.2676, -0.0462)  -0.808
H (5.2399, -1.1114, 1.0928)  0.168
H (6.1570, -1.8334, -0.1956)  0.332
H (5.4375, -0.2450, -0.3488)  0.328
H (6.9686, 0.4963, 1.6900)  0.055
H (8.7791, -0.8490, 2.3460)  0.453
H (8.4415, -2.0726, 1.1044)  0.381
H (5.9426, -0.5558, 3.5214)  0.148
H (7.5951, -0.6807, 4.1848)  0.317
H (6.3824, -1.9076, 4.5635)  0.253
H (8.9742, 0.5836, 0.5029)  0.314
H (7.7809, 1.1389, -0.3941)  0.282

Force components x, y, z for each atom (eV/Å):
0.1 0.1 0.0
-0.3 0.1 -0.1
0.1 -0.2 0.0
-0.2 -0.2 0.1
0.0 0.0 -0.1
0.2 0.1 0.1
0.1 -0.1 0.1
0.0 0.0 0.0
-0.1 0.0 0.0
0.2 -0.4 0.1
-0.3 0.1 -0.2
-0.1 0.3 -0.1
-0.3 -0.5 0.1
0.2 0.0 0.8
0.1 -0.1 -0.1
0.1 0.2 0.0
0.0 0.3 -0.1
0.0 0.1 -0.2
0.3 0.1 -0.1
-0.3 0.1 -0.3
-0.1 0.0 -0.2
0.3 -0.1 -0.2
-0.9 0.1 0.6
0.2 0.1 0.2
0.1 -0.1 -0.1
-0.1 0.1 0.1
0.0 0.0 -0.3
0.4 -0.1 -0.2
0.1 0.1 0.0
0.1 0.1 -0.2
1.0 0.2 -0.7
-0.2 -0.2 0.0
-0.2 0.1 0.1
0.0 -0.1 0.4
-0.5 -0.1 0.2
-0.2 0.0 0.0
0.1 -0.1 -0.1
0.0 0.1 0.1
0.1 0.1 0.0
0.3 0.0 0.7
0.5 -0.2 -0.7
-0.3 -0.4 -0.4
0.1 0.2 0.2
-0.1 0.0 -0.2
-0.4 -0.3 0.2
-0.2 0.1 -0.4
0.2 -0.2 0.0
-0.3 0.0 0.0
0.0 0.5 0.2
0.0 0.3 0.1
-0.1 0.0 0.2
-0.1 -0.2 0.0
0.0 0.0 0.2
0.1 0.0 -0.1
0.1 0.0 0.0
0.2 0.1 0.0
1.3 -1.4 -0.2
-2.3 1.1 -0.5
0.9 -0.2 0.1
-0.5 -0.2 0.1
0.9 0.2 0.5
0.8 0.3 1.1
-0.1 0.2 0.1
-0.3 0.0 -0.2
0.2 0.4 0.1
0.3 -0.1 -0.1
-0.3 0.2 0.1
-0.2 -0.2 -0.1
-0.1 0.0 -0.3
-0.1 0.0 0.0
-0.4 -0.2 -0.2
0.1 -0.2 0.1
0.0 -0.2 -0.2
0.7 0.0 -1.0
-0.2 -0.5 1.3
0.0 0.8 -0.7
0.1 -0.4 -0.1
0.8 0.0 0.3
-0.7 0.5 0.1
-0.1 0.1 0.3
-0.4 0.0 0.4
-0.2 0.0 0.0
0.1 0.1 -0.6
0.0 0.0 0.1
0.0 -0.1 0.2
0.1 0.0 -0.1
-0.5 0.1 0.1
-0.3 -0.1 0.0
0.4 -0.3 0.0
0.1 -0.1 -0.2
0.3 -0.3 -0.5
-1.6 0.0 -0.7
1.3 -1.4 0.7
0.0 0.1 -0.1
0.2 0.8 0.4
-0.1 0.1 -0.1
0.1 0.1 0.1
0.0 0.1 0.2
-0.1 0.1 0.2
0.1 0.2 0.2
-0.5 0.4 -0.3
-0.2 0.4 0.1
0.2 -0.1 0.0
0.0 -0.4 -0.1
-0.3 -0.1 -0.2
0.2 0.1 0.3
0.4 -0.1 -0.1
0.7 0.9 -0.7
-1.5 -0.1 -0.7
0.8 0.7 0.6
-0.3 -0.4 -0.2
0.2 0.1 0.1
0.0 -0.2 0.6
0.1 -0.2 0.0
-0.1 0.0 0.3
-0.1 -0.3 0.4
0.1 0.0 0.1
0.0 -0.3 -0.1
-0.1 -0.1 0.0
0.0 -0.1 -0.1
0.0 -0.1 0.0
0.0 0.0 -0.1
0.3 0.1 -0.2
0.1 0.0 -0.3
0.5 -0.1 -0.2
-0.3 0.1 -1.0
0.8 -0.9 0.0
-0.2 0.1 -0.1
-0.6 0.5 0.6
-0.3 0.3 0.1
0.1 0.1 0.1
-0.1 -0.1 0.3
-0.2 0.0 0.0
0.0 0.1 0.3
-0.1 0.1 0.3
-0.1 0.5 0.0
0.0 -0.2 -0.1
0.1 -0.2 -0.1
0.2 0.0 -0.3
0.0 -0.2 -0.3
0.0 0.0 0.3
-1.5 -0.1 -0.3
1.0 -0.1 0.1
0.1 0.2 0.5
0.1 -0.4 -0.3
-0.1 0.4 0.4
-0.3 0.1 0.7
0.3 0.0 0.2
0.5 0.1 0.0
0.5 0.3 -0.1
-0.5 0.1 -0.2
0.0 0.0 -0.3
-0.2 -0.1 -0.1
0.1 0.0 -0.1
-0.1 0.0 0.0
0.0 -0.2 -0.1
0.1 -0.1 -0.3
-0.1 -0.1 -0.2

As for the charge: 0. The frontier orbital gap is 9.190 eV. The value obtained for the total energy is -2793.6970 hartree. The energy relative to the best compared isomer or geometry (same formula, charge and spin) comes out at 0.00 kcal/mol. Its spin multiplicity is 1. The LUMO energy comes out at 0.218 eV.

2.
Molecular formula: C6H10N2O2
Method: DFT, ωB97M-V/def2-TZVPD

Last column: Mulliken charge in e.
Positions of all 20 atoms, in Å:
O (4.1700, 0.7869, 0.4374)  -0.477
C (3.2888, 0.1532, -0.0935)  -0.031
C (2.0651, -0.3557, 0.6261)  -0.567
N (0.9405, -0.4878, -0.2593)  -0.050
C (0.1124, 0.6965, -0.5409)  -0.735
C (-1.1286, -0.2121, -0.5151)  0.383
C (-0.2332, -1.2444, 0.1993)  -0.761
C (-2.3405, 0.2430, 0.2439)  0.111
N (-3.0279, 1.3108, -0.1044)  -0.674
H (3.3424, -0.1125, -1.1741)  0.359
H (2.3377, -1.3591, 0.9994)  0.391
H (1.8669, 0.2824, 1.5104)  0.324
H (0.1151, 1.4230, 0.2936)  0.353
H (0.3460, 1.2238, -1.4757)  0.299
H (-1.4175, -0.5510, -1.5191)  0.310
H (-0.2803, -2.2886, -0.1372)  0.314
H (-0.3687, -1.2114, 1.2956)  0.322
O (-3.2456, -0.6802, 0.4268)  -0.623
H (-2.4379, 2.0965, -0.3589)  0.208
H (-4.1048, 0.2867, 0.1458)  0.544

Force components x, y, z for each atom (eV/Å):
-0.5 -0.3 -0.2
0.5 0.4 0.0
0.0 -0.2 0.3
0.1 -0.1 -0.1
0.2 0.2 0.0
1.2 0.0 1.3
0.1 -0.2 0.1
-3.6 0.0 -4.6
1.9 0.8 1.1
0.0 0.0 0.2
-0.1 0.2 -0.1
0.1 -0.1 -0.2
0.0 -0.1 -0.2
0.0 -0.1 0.2
-0.3 0.2 0.5
0.0 0.3 0.1
0.0 0.0 -0.2
-1.5 0.2 0.9
-0.4 0.4 -0.2
2.3 -1.7 1.0

As for the charge: 0. The frontier orbital gap is 9.662 eV. The value obtained for the total energy is -494.4795 hartree. The energy relative to the best compared isomer or geometry (same formula, charge and spin) comes out at 103.07 kcal/mol. Its spin multiplicity is 1. The LUMO energy comes out at 0.216 eV.

3.
Molecular formula: C26H20AgN4O2S
Method: DFT, ωB97M-V/def2-TZVPD

Last column: Mulliken charge in e.
Positions of all 54 atoms, in Å:
Ag (-0.0746, -0.0555, -0.2132)  0.102
C (-7.1363, -0.7087, -4.8027)  -0.860
O (-6.2238, 0.3596, -4.7053)  -0.446
C (-6.3506, 1.1859, -3.6221)  0.921
C (-5.2990, 2.0701, -3.3942)  -0.775
C (-5.3240, 2.9188, -2.3092)  0.119
C (-6.4168, 2.9291, -1.4301)  -0.399
C (-7.4832, 2.0778, -1.6990)  -0.317
C (-7.4472, 1.1999, -2.7742)  -0.328
N (-6.5353, 3.8948, -0.4123)  -0.670
N (-5.5801, 4.2299, 0.3300)  -0.521
C (-4.3692, 3.5612, 0.3918)  0.067
C (-3.2604, 4.3650, 0.6752)  -0.224
C (-1.9649, 3.9087, 0.5705)  -0.882
C (-1.6768, 2.5668, 0.2220)  0.605
O (-0.5090, 2.1680, -0.0407)  -0.581
C (-2.8236, 1.6548, 0.2236)  0.134
N (-2.5360, 0.3416, 0.2490)  -0.366
C (-3.5154, -0.5324, 0.2853)  -0.542
C (-4.8605, -0.1515, 0.3208)  -0.757
C (-5.1759, 1.1834, 0.3268)  -0.623
C (-4.1524, 2.1491, 0.2610)  1.057
H (-6.7935, -1.3245, -5.6311)  0.244
H (-8.1526, -0.3595, -5.0141)  0.314
H (-7.1490, -1.3079, -3.8871)  0.359
H (-4.4588, 2.0651, -4.0769)  0.413
H (-4.4945, 3.5906, -2.1298)  0.381
H (-8.3429, 2.0944, -1.0401)  0.423
H (-8.2887, 0.5397, -2.9396)  0.342
H (-3.4591, 5.4073, 0.8977)  0.373
H (-1.1224, 4.5749, 0.7079)  0.387
H (-3.2286, -1.5783, 0.3278)  0.435
H (-5.6366, -0.9038, 0.3774)  0.408
H (-6.2071, 1.4904, 0.4215)  0.653
C (2.6159, 2.2566, -0.0282)  -1.194
C (3.2675, 0.9347, -0.3103)  0.688
C (4.6638, 0.8403, -0.4918)  -0.529
C (5.2263, -0.3841, -0.7033)  -0.771
C (4.4145, -1.5363, -0.7533)  1.385
C (4.9576, -2.8230, -0.9382)  -0.863
C (4.1174, -3.9038, -0.9760)  -0.456
C (2.7339, -3.7397, -0.8578)  -0.624
C (2.1377, -2.4958, -0.6819)  0.132
S (0.4098, -2.4216, -0.5861)  -0.496
C (3.0090, -1.3519, -0.6002)  0.024
N (2.4895, -0.1231, -0.3697)  -0.285
H (3.3511, 3.0590, 0.0317)  0.352
H (2.0595, 2.2032, 0.9072)  0.268
H (1.8823, 2.4896, -0.7990)  0.203
H (5.2727, 1.7346, -0.4514)  0.304
H (6.2977, -0.4951, -0.8324)  0.367
H (6.0307, -2.9362, -1.0434)  0.307
H (4.5239, -4.9009, -1.1032)  0.340
H (2.0818, -4.6017, -0.9101)  0.403

Force components x, y, z for each atom (eV/Å):
0.0 -0.3 -0.1
0.0 0.0 -0.1
0.0 0.0 0.1
0.0 0.0 0.0
0.1 0.0 0.0
-0.2 0.1 -0.1
0.1 -0.2 -0.9
0.2 0.3 0.1
-0.1 -0.2 -0.1
-0.4 0.3 0.5
-0.3 0.2 0.0
0.6 -0.2 0.1
-0.3 -0.1 -0.2
0.2 0.0 0.0
0.2 0.2 -0.1
-0.1 0.0 0.2
-0.4 0.0 0.1
-0.1 0.0 -0.1
0.2 0.0 0.0
-0.1 0.2 0.0
0.0 -0.3 0.2
0.2 0.0 0.3
0.0 0.0 0.0
0.0 0.0 0.0
0.0 0.0 0.0
0.0 0.0 0.0
0.0 0.0 -0.1
0.0 0.0 0.0
0.0 0.0 0.0
0.0 0.0 0.0
0.0 0.0 0.0
0.0 0.0 -0.1
0.0 0.0 0.0
0.1 -0.1 0.1
0.0 0.0 0.0
-0.2 -0.2 0.0
0.2 -0.1 0.0
-0.1 0.1 0.0
-0.3 0.1 0.1
0.1 -0.2 0.0
0.2 0.0 0.0
-0.1 0.3 0.0
0.0 -0.2 0.0
-0.2 0.1 0.0
0.4 -0.2 0.0
0.1 0.3 0.0
0.0 0.0 0.0
0.0 0.0 0.0
0.0 0.0 0.0
0.0 0.0 0.0
0.0 0.0 0.0
0.0 0.0 0.0
0.0 0.0 0.0
0.0 0.0 0.0

As for the charge: -1. The frontier orbital gap is 6.593 eV. The value obtained for the total energy is -1917.5057 hartree. The energy relative to the best compared isomer or geometry (same formula, charge and spin) comes out at 7.81 kcal/mol. Its spin multiplicity is 1. The LUMO energy comes out at 2.520 eV.

4.
Molecular formula: C3H9N3O
Method: DFT, ωB97M-V/def2-TZVPD

Last column: Mulliken charge in e.
Positions of all 16 atoms, in Å:
C (-1.1643, 0.5203, -1.2009)  -1.283
C (-0.9595, -0.0271, 0.1682)  0.869
N (-2.0727, 0.1605, 1.0967)  -0.550
C (0.1163, -0.5607, 0.7184)  -0.714
N (1.4112, -0.7486, 0.0418)  0.059
N (1.7649, 0.2187, -0.8935)  -0.501
O (2.4476, -0.9477, 0.9993)  -0.442
H (-2.0095, 0.0224, -1.6772)  0.346
H (-0.2758, 0.3579, -1.8023)  0.404
H (-1.3890, 1.5850, -1.1499)  0.294
H (-2.1428, -0.5571, 1.8066)  0.237
H (-2.9627, 0.2523, 0.6253)  0.242
H (0.1306, -0.9808, 1.7137)  0.309
H (2.1720, 1.0666, -0.4872)  0.198
H (2.4269, -0.1900, -1.5450)  0.213
H (2.5068, -0.1717, 1.5859)  0.320

Force components x, y, z for each atom (eV/Å):
0.0 -0.2 0.0
-1.5 0.4 1.7
0.3 0.0 -1.1
2.4 0.0 -1.0
-0.5 -0.2 0.4
0.0 0.0 0.0
-0.1 -0.2 0.1
-0.1 0.0 0.0
-0.2 0.1 0.0
0.0 0.1 0.0
0.1 0.1 -0.1
0.1 -0.1 0.0
-0.1 0.1 0.0
-0.2 -0.2 0.1
0.0 0.0 0.2
-0.3 0.1 -0.2

As for the charge: 0. The frontier orbital gap is 8.575 eV. The value obtained for the total energy is -359.1037 hartree. The energy relative to the best compared isomer or geometry (same formula, charge and spin) comes out at 88.31 kcal/mol. Its spin multiplicity is 1. Its structure (SMILES) is C/C(N)=C\N(N)O. The LUMO energy comes out at 0.946 eV.

Largest force on an atom list, top to bottom, in eV/Å: 2.64, 5.82, 0.90, 2.57